Computed, not measured: a molecular structure, C21H63O11V, with ωB97M-V with the def2-TZVPD basis set.

```
96
Properties=species:S:1:pos:R:3
V 1.72 0.67 -3.62
C 0.69 0.19 -0.50
O 0.53 -0.07 -1.87
H -0.24 0.34 0.06
H 1.32 -0.54 0.00
H 1.25 1.12 -0.37
C 0.71 3.49 2.42
C 2.22 3.29 2.16
O 2.79 4.29 1.30
H 0.16 2.67 2.89
H 0.24 3.74 1.47
H 0.46 4.38 3.00
H 2.32 2.32 1.68
H 2.86 3.26 3.04
H 2.98 3.84 0.48
C -3.06 1.78 2.14
C -3.38 1.84 3.66
O -3.23 0.50 4.19
H -3.36 2.71 1.66
H -3.67 1.01 1.66
H -2.00 1.61 1.92
H -4.39 2.23 3.80
H -2.66 2.46 4.17
H -2.73 0.50 5.01
C 1.52 -4.09 0.82
C 2.24 -5.11 1.65
O 1.35 -5.61 2.62
H 1.25 -3.19 1.36
H 0.55 -4.53 0.58
H 1.97 -3.80 -0.13
H 3.12 -4.71 2.14
H 2.56 -6.00 1.11
H 1.80 -5.63 3.47
C 3.11 -3.13 -2.86
C 3.62 -1.88 -2.18
O 3.38 -0.77 -3.08
H 2.03 -3.23 -2.90
H 3.54 -3.97 -2.30
H 3.48 -3.16 -3.88
H 4.69 -1.96 -2.00
H 3.19 -1.84 -1.18
H 3.93 -0.86 -3.86
C -2.60 -3.96 -1.18
C -1.62 -2.78 -1.29
O -0.97 -2.89 -2.53
H -3.15 -3.87 -0.24
H -2.09 -4.92 -1.11
H -3.33 -4.03 -1.99
H -0.91 -2.83 -0.47
H -2.10 -1.80 -1.26
H -0.31 -2.20 -2.49
C -4.35 0.98 -1.49
C -2.95 1.46 -1.53
O -2.20 0.65 -2.44
H -4.36 -0.10 -1.29
H -4.98 1.09 -2.37
H -4.88 1.42 -0.65
H -2.41 1.46 -0.58
H -2.99 2.51 -1.80
H -1.37 0.45 -1.99
C 0.16 2.62 -6.38
C -0.81 2.39 -5.25
O -0.25 1.52 -4.27
H 1.15 2.96 -6.06
H -0.25 3.39 -7.02
H 0.29 1.75 -7.02
H -1.80 2.05 -5.56
H -0.96 3.34 -4.73
H -0.99 1.13 -3.80
C 2.55 -1.30 3.13
C 2.56 -0.45 4.46
O 3.89 -0.31 4.95
H 3.21 -0.76 2.45
H 1.55 -1.49 2.76
H 3.12 -2.22 3.27
H 1.84 -0.87 5.16
H 2.28 0.58 4.24
H 3.97 -0.80 5.78
C -1.01 -2.34 3.63
C -1.61 -1.89 2.28
O -3.01 -1.59 2.43
H -0.02 -2.76 3.43
H -1.59 -3.16 4.05
H -0.92 -1.62 4.45
H -1.54 -2.68 1.54
H -1.12 -0.97 1.96
H -3.10 -0.94 3.13
C -0.83 4.76 -1.67
C 0.56 4.09 -1.55
O 1.48 4.76 -2.44
H -1.12 4.86 -2.72
H -0.78 5.76 -1.23
H -1.54 4.16 -1.11
H 0.45 3.05 -1.85
H 0.96 4.10 -0.53
H 1.93 4.08 -2.95
```

Its LUMO energy (alpha / beta) is -8.7 / -11.3 eV. Its HOMO energy (alpha / beta) is -0.520 / -0.511 Eh. For the total energy, the calculation gives -2608.68436 hartree. As for the spin multiplicity: 5. As for the net charge: +2. Its expectation value of S² is 6.010.

These are the Löwdin partial charges, in e, on atoms 1 to 8: number 1, V, carries 1.33; number 2, C, carries -0.09; number 3, O, carries -0.20; number 4, H, carries 0.09; number 5, H, carries 0.11; number 6, H, carries 0.10; number 7, C, carries -0.07; number 8, C, carries -0.29


Computed, not measured: C3H5ClS in the gas phase, with ωB97M-V with the def2-TZVPD basis set.

```
10
Properties=species:S:1:pos:R:3
C -0.09 -0.17 -1.06
C 0.10 -0.75 0.28
S -0.21 -2.39 0.65
C 0.61 0.09 1.55
Cl 1.68 1.46 1.02
H 0.92 -0.07 -1.50
H -0.77 -0.83 -1.68
H -0.49 0.81 -0.84
H 1.15 -0.42 2.23
H -0.30 0.42 2.18
```

Its LUMO energy is -0.5 eV. Its HOMO energy is -0.326 Eh. For the total energy, the calculation gives -975.64163 hartree. As for the spin multiplicity: 1. The SMILES is CC(=S)CCl.

These are the Löwdin partial charges, in e, on atoms 1 to 8: number 1, C, carries -0.17; number 2, C, carries -0.79; number 3, S, carries 0.64; number 4, C, carries -0.57; number 5, Cl, carries 0.52; number 6, H, carries 0.10; number 7, H, carries 0.10; number 8, H, carries 0.07


Computed, not measured: 4 unconnected molecules or ions with the total composition C3H17N2O3, with ωB97M-V with the def2-TZVPD basis set.

```
25
Properties=species:S:1:pos:R:3
N 0.29 0.87 -0.51
C -0.82 -0.14 -0.84
C -1.82 0.65 -1.75
C -1.34 -0.71 0.59
N -1.92 0.47 1.29
H 1.20 0.42 -0.53
H 0.06 1.33 0.41
H 0.43 1.68 -1.08
H -0.35 -0.99 -1.43
H -2.27 1.54 -1.11
H -2.68 0.06 -2.06
H -1.38 1.19 -2.65
H -1.96 -1.56 0.46
H -0.45 -1.13 1.27
H -2.72 0.71 0.88
H -2.00 0.26 2.27
H 3.48 -1.89 -0.47
H 3.49 -1.75 -1.97
O 3.25 -1.30 -1.10
H 1.30 -3.89 1.82
H 2.23 -2.91 1.21
O 1.38 -2.98 1.63
H 1.36 3.75 0.84
H 0.68 3.05 1.89
O 0.57 3.28 0.97
```

Its LUMO energy is -2.7 eV. Its HOMO energy is -0.499 Eh. For the total energy, the calculation gives -459.46421 hartree. As for the spin multiplicity: 1. As for the net charge: +1.

These are the Löwdin partial charges, in e, on atoms 1 to 8: number 1, N, carries 0.18; number 2, C, carries -0.27; number 3, C, carries -0.06; number 4, C, carries -0.16; number 5, N, carries 0.03; number 6, H, carries 0.14; number 7, H, carries 0.12; number 8, H, carries 0.13


Computed, not measured: C14H13BrN4O3S in the gas phase, with ωB97M-V with the def2-TZVPD basis set.

```
36
Properties=species:S:1:pos:R:3
C -5.49 -1.31 -1.10
C -5.34 0.13 -1.64
C -5.06 0.90 -0.65
C -3.72 0.80 -0.05
N -2.85 0.19 -0.63
N -1.58 0.31 -0.36
C -1.56 0.87 0.83
N -0.37 0.92 1.71
C 0.80 0.64 1.56
O 1.62 0.78 2.24
C 1.08 -0.60 0.19
N 2.41 -0.87 0.33
C 2.66 -2.27 0.54
O 1.80 -3.14 1.04
O 4.06 -2.57 0.75
C 4.55 -1.26 0.45
C 6.02 -0.78 0.22
C 6.17 0.48 0.05
Br 8.10 0.98 -0.22
C 5.16 1.37 -0.40
C 3.75 1.13 -0.07
C 3.56 -0.16 0.18
S -3.05 1.61 1.40
H -6.25 -1.57 -0.37
H -5.90 -2.02 -2.00
H -4.51 -1.44 -0.84
H -4.63 0.34 -2.48
H -6.43 0.41 -2.01
H -5.75 0.90 0.25
H -5.18 2.16 -0.79
H -0.49 1.45 2.64
H 0.90 0.33 -0.63
H 0.28 -1.29 0.43
H 6.70 -1.79 0.47
H 5.49 2.55 -0.82
H 3.04 1.81 -0.23
```

Its LUMO energy is -0.1 eV. Its HOMO energy is -0.292 Eh. For the total energy, the calculation gives -3957.83162 hartree. As for the spin multiplicity: 1. The SMILES is CCCc1nnc(NC(=O)Cn2c(=O)oc3cc(Br)ccc32)s1.

These are the Löwdin partial charges, in e, on atoms 1 to 8: number 1, C, carries -0.07; number 2, C, carries -0.35; number 3, C, carries -0.37; number 4, C, carries -0.60; number 5, N, carries -0.03; number 6, N, carries 0.07; number 7, C, carries -0.51; number 8, N, carries 0.12


Computed, not measured: C5H9NS in the gas phase, with ωB97M-V with the def2-TZVPD basis set.

```
16
Properties=species:S:1:pos:R:3
C -0.62 1.29 -1.85
C -1.20 0.46 -1.06
C -0.64 0.00 0.26
N -1.72 -0.14 1.26
C 0.14 -1.32 0.01
S 1.79 -0.52 0.23
C 0.60 0.80 0.78
H -1.05 1.70 -2.80
H 0.39 1.65 -1.69
H -2.19 -0.03 -1.29
H -2.25 0.72 1.35
H -2.37 -0.91 1.08
H -0.10 -2.12 0.76
H 0.05 -1.74 -0.99
H 0.52 0.81 1.91
H 0.73 1.82 0.37
```

Its LUMO energy is 1.0 eV. Its HOMO energy is -0.316 Eh. For the total energy, the calculation gives -648.80115 hartree. As for the spin multiplicity: 1. The SMILES is C=CC1(N)CSC1.

These are the Löwdin partial charges, in e, on atoms 1 to 8: number 1, C, carries 0.00; number 2, C, carries -0.17; number 3, C, carries -0.64; number 4, N, carries 0.06; number 5, C, carries -0.40; number 6, S, carries 0.80; number 7, C, carries -0.38; number 8, H, carries 0.08


Computed, not measured: 4 unconnected molecules or ions with the total composition C36H70Cl2N3O13P, with ωB97M-V with the def2-TZVPD basis set.

```
125
Properties=species:S:1:pos:R:3
C -3.56 -5.14 -4.29
C -2.48 -4.49 -3.24
C -2.04 -5.55 -2.03
C -1.71 -4.79 -0.61
C -0.80 -5.78 0.38
C -1.21 -5.51 1.95
C -0.64 -4.03 2.48
C -1.89 -2.96 2.75
C -1.32 -1.68 3.66
C -1.53 -0.29 2.76
C -0.52 0.93 3.19
C 0.81 1.11 2.24
C 1.23 -0.42 1.70
N 1.59 -1.54 1.16
C 2.05 1.53 3.28
O 2.39 0.39 4.18
N 2.87 0.85 5.36
O 2.10 0.58 6.28
C 0.60 2.17 1.00
C -0.94 2.06 0.37
N -2.25 2.03 0.30
C 0.88 3.74 1.39
C 2.18 4.38 0.57
O 3.46 4.27 1.03
Cl 1.81 5.32 -1.03
P 1.77 1.80 -0.51
O 3.38 1.34 0.06
Cl 0.96 0.18 -1.69
H -3.78 -4.36 -5.16
H -4.54 -5.49 -3.75
H -3.09 -6.10 -4.80
H -3.00 -3.55 -2.75
H -1.50 -4.07 -3.79
H -2.88 -6.37 -1.93
H -1.05 -6.07 -2.41
H -1.12 -3.80 -0.83
H -2.70 -4.54 0.01
H 0.32 -5.50 0.18
H -1.05 -6.91 0.15
H -0.76 -6.30 2.70
H -2.39 -5.44 2.03
H 0.01 -4.14 3.46
H -0.04 -3.59 1.56
H -2.71 -3.59 3.35
H -2.30 -2.62 1.70
H -2.05 -1.62 4.59
H -0.21 -1.83 4.01
H -1.55 -0.53 1.61
H -2.63 0.08 3.04
H -0.22 0.75 4.32
H -1.15 1.92 3.18
H 1.69 2.40 4.01
H 3.00 1.90 2.68
H -0.06 4.35 0.97
H 0.91 3.97 2.54
H 3.60 0.51 -0.49
C -4.75 5.49 -6.10
O -3.60 4.67 -6.09
C -2.49 5.26 -6.77
C -1.18 4.93 -6.05
O -0.99 5.62 -4.81
C -1.86 5.25 -3.73
C -1.61 3.86 -3.16
O -2.04 2.85 -4.07
C -1.17 1.73 -4.13
H -5.22 5.46 -7.09
H -5.46 5.10 -5.37
H -4.52 6.52 -5.83
H -2.60 6.34 -6.85
H -2.47 4.83 -7.78
H -0.35 5.26 -6.69
H -1.04 3.85 -5.92
H -2.91 5.40 -4.01
H -1.66 5.98 -2.94
H -2.19 3.73 -2.24
H -0.55 3.75 -2.93
H -0.13 2.05 -4.22
H -1.42 1.15 -5.01
H -1.30 1.11 -3.24
C 4.73 3.56 -2.91
O 4.75 2.78 -4.09
C 3.64 1.89 -4.19
C 3.15 1.78 -5.64
O 2.46 2.95 -6.11
C 3.24 4.13 -6.30
C 4.24 4.06 -7.46
O 5.33 3.18 -7.15
C 5.74 2.39 -8.25
H 5.04 2.95 -2.05
H 5.45 4.38 -3.03
H 3.75 4.00 -2.73
H 2.81 2.21 -3.55
H 3.98 0.91 -3.85
H 2.41 0.97 -5.68
H 3.95 1.50 -6.32
H 3.73 4.43 -5.37
H 2.52 4.92 -6.53
H 4.66 5.05 -7.64
H 3.71 3.73 -8.36
H 4.88 1.93 -8.75
H 6.38 1.59 -7.87
H 6.31 3.00 -8.96
C 1.28 -2.47 7.03
O 0.23 -3.41 7.21
C 0.70 -4.68 7.67
C -0.29 -5.30 8.66
O -0.32 -4.66 9.95
C -0.85 -3.33 9.99
C -2.36 -3.25 9.75
O -2.67 -3.50 8.38
C -3.85 -4.28 8.21
H 1.84 -2.70 6.12
H 0.82 -1.48 6.93
H 1.95 -2.44 7.89
H 1.68 -4.60 8.15
H 0.80 -5.33 6.79
H 0.03 -6.33 8.85
H -1.29 -5.37 8.24
H -0.29 -2.66 9.33
H -0.66 -2.98 11.01
H -2.71 -2.23 9.98
H -2.87 -3.95 10.41
H -3.84 -5.15 8.87
H -3.87 -4.64 7.18
H -4.73 -3.66 8.39
```

Its LUMO energy is -1.4 eV. Its HOMO energy is -0.330 Eh. For the total energy, the calculation gives -3817.08207 hartree. As for the spin multiplicity: 1. The SMILES is CCCCCCCCCCC[C@](C#N)(CON=O)[C@@](C#N)(CC(=O)Cl)P(O)Cl.COCCOCCOC.COCCOCCOC.COCCOCCOC.

These are the Löwdin partial charges, in e, on atoms 1 to 8: number 1, C, carries -0.17; number 2, C, carries -0.27; number 3, C, carries -0.23; number 4, C, carries -0.22; number 5, C, carries -0.22; number 6, C, carries -0.22; number 7, C, carries -0.21; number 8, C, carries -0.20


Computed, not measured: C2H7N3 in the gas phase, with ωB97M-V with the def2-TZVPD basis set.

```
12
Properties=species:S:1:pos:R:3
C -1.73 -0.37 0.39
C 1.59 0.55 -0.84
N -0.45 -0.80 -0.12
N 1.04 0.81 1.43
N 0.81 0.32 0.37
H -2.35 -1.19 0.38
H -2.34 0.40 -0.16
H -1.58 0.06 1.37
H 2.60 1.11 -0.70
H 1.79 -0.45 -1.25
H 0.93 1.12 -1.40
H -0.31 -1.55 0.53
```

Its LUMO energy is 1.0 eV. Its HOMO energy is -0.301 Eh. For the total energy, the calculation gives -244.52303 hartree. As for the spin multiplicity: 1.

These are the Löwdin partial charges, in e, on atoms 1 to 8: number 1, C, carries -0.20; number 2, C, carries -0.08; number 3, N, carries -0.04; number 4, N, carries 0.13; number 5, N, carries -0.31; number 6, H, carries 0.04; number 7, H, carries 0.09; number 8, H, carries 0.05


Look up the spin multiplicity of the sixth one.
1


spin multiplicity of number 3 (C3H17N2O3)?
1